Record 1
Computed, not measured: a molecular structure, C27H18Cl3F9N4O6ReS2, with wB97M-V/def2-TZVPD.

Each line ends with the natural charge from an NBO analysis.
Positions of all 70 atoms, in Å:
1 Re -0.167 0.284 -0.041  1.438
2 Cl 2.194 2.364 7.068  0.018
3 Cl 3.585 -2.737 7.874  0.050
4 Cl 6.464 -0.746 1.282  0.045
5 S 2.314 -2.924 1.194  0.165
6 S 8.930 0.950 1.339  0.489
7 F 1.851 -3.803 -1.530  -0.294
8 F -0.592 -3.350 -2.556  -0.299
9 F 2.224 0.358 -1.851  -0.318
10 F 3.243 -2.404 -2.424  -0.297
11 F 3.482 -1.062 -0.143  -0.302
12 F -0.451 -1.734 -3.959  -0.317
13 F 0.386 0.444 -2.928  -0.318
14 F 2.119 -0.441 -3.860  -0.271
15 F 1.085 -3.223 -3.902  -0.286
16 O -4.439 4.376 0.056  -0.647
17 O -1.988 3.789 1.131  -0.569
18 O -0.598 2.046 0.835  -0.710
19 O -5.819 3.322 -1.334  -0.549
20 O 0.150 -1.343 -1.046  -0.689
21 O 5.148 2.459 3.851  -0.521
22 N -4.015 1.225 -1.727  -0.458
23 N 1.226 0.294 1.499  -0.566
24 N -2.035 0.868 -0.882  -0.526
25 N 2.088 1.494 3.126  -0.298
26 C 2.659 2.610 3.837  -0.259
27 C 3.698 -1.310 6.925  -0.030
28 C 1.004 -1.658 -2.065  0.044
29 C 3.084 0.972 6.542  -0.052
30 C -2.514 2.069 -0.408  -0.021
31 C -3.762 2.305 -0.932  0.058
32 C 2.986 -0.179 7.303  -0.252
33 C 3.976 2.319 4.608  0.080
34 C 1.991 1.341 1.806  0.275
35 C -2.949 -0.918 -2.390  -0.676
36 C -1.670 2.745 0.602  0.802
37 C -2.976 0.371 -1.675  0.447
38 C 2.687 -2.136 -0.143  0.183
39 C 6.642 1.858 2.147  -0.133
40 C 0.855 -0.265 2.699  -0.043
41 C 3.879 1.022 5.394  -0.030
42 C 4.595 -0.119 5.050  -0.208
43 C 4.506 -1.279 5.798  -0.210
44 C 1.377 0.479 3.709  -0.061
45 C 7.579 2.901 2.317  -0.235
46 C 8.838 2.557 1.929  -0.395
47 C -4.774 3.401 -0.750  0.767
48 C 0.261 -2.522 -3.145  0.977
49 C 2.227 -2.513 -1.545  0.598
50 C 1.472 -0.329 -2.726  0.965
51 C 7.236 0.731 1.633  -0.250
52 C 5.195 1.980 2.517  -0.083
53 H 0.244 -1.146 2.739  0.241
54 H 4.066 3.132 5.343  0.229
55 H 2.454 1.977 1.074  0.236
56 H -3.948 -1.347 -2.422  0.252
57 H 5.262 -0.097 4.203  0.232
58 H 1.282 0.374 4.769  0.257
59 H 1.923 2.926 4.582  0.254
60 H 9.724 3.161 1.955  0.249
61 H 4.695 1.012 2.398  0.185
62 H 2.829 3.427 3.134  0.239
63 H 5.071 -2.153 5.516  0.239
64 H -3.558 4.297 0.501  0.522
65 H 2.372 -0.193 8.188  0.250
66 H -2.602 -0.775 -3.412  0.264
67 H -2.281 -1.613 -1.888  0.252
68 H -4.878 1.097 -2.242  0.464
69 H 4.722 2.710 1.840  0.171
70 H 7.314 3.857 2.728  0.236

Kohn-Sham gap (spin up / spin down) in eV: 6.0127 / 6.0119
Largest force on an atom in eV/A: 2.27
Highest occupied orbital energy (spin up / spin down) in eV: -10.9 / -10.9
Charge: +1

Record 2
Computed, not measured: C6H10N2 in the gas phase, with wB97M-V/def2-TZVPD.

Each line ends with the natural charge from an NBO analysis.
Positions of all 18 atoms, in Å:
1 N -0.975 -0.850 -1.683  -0.613
2 N 0.216 -0.463 0.411  -0.442
3 C -0.123 -1.850 0.861  -0.432
4 C 0.415 1.069 -1.553  -0.288
5 C -0.618 0.426 2.462  -0.500
6 C -0.294 0.505 1.243  -0.008
7 C -0.205 -0.101 -0.959  0.389
8 C 1.617 1.579 -1.255  -0.321
9 H -0.798 1.338 3.018  0.215
10 H -0.017 1.505 -2.436  0.233
11 H 0.239 -2.549 0.184  0.213
12 H 0.388 -2.014 1.885  0.228
13 H -0.308 1.445 0.680  0.204
14 H -1.206 -1.952 0.837  0.186
15 H 1.919 2.526 -1.711  0.202
16 H -1.340 -1.598 -0.989  0.326
17 H 2.334 1.238 -0.395  0.211
18 H -0.652 -0.521 3.037  0.198

SMILES string: [H]/N=C(/C=C)N(C)C=C
Kohn-Sham gap in eV: 9.3960
Largest force on an atom in eV/A: 5.31
Highest occupied orbital energy in eV: -8.8
Charge: 0

Record 3
Computed, not measured: C18H22ClF2N3O4 in the gas phase, with wB97M-V/def2-TZVPD.

Each line ends with the natural charge from an NBO analysis.
Positions of all 50 atoms, in Å:
1 Cl -3.854 8.199 1.654  0.005
2 F 2.613 -5.812 -1.430  -0.375
3 F 1.209 -7.125 -2.492  -0.340
4 O -1.566 -3.215 -1.919  -0.646
5 O 1.866 -3.112 -1.312  -0.738
6 O 0.311 1.074 2.422  -0.596
7 O -1.694 2.926 2.247  -0.378
8 N 1.490 2.156 0.806  -0.605
9 N -2.029 6.353 1.453  -0.402
10 N -0.394 -1.422 -1.218  -0.428
11 C -4.114 5.635 2.439  -0.266
12 C -0.469 3.189 1.708  0.211
13 C -0.534 -2.749 -1.457  0.680
14 C 0.427 -4.083 0.404  -0.639
15 C 0.457 -4.963 -1.979  -0.502
16 C 0.603 -3.730 -1.078  0.180
17 C 1.274 -6.148 -1.547  0.571
18 C -0.344 4.477 1.312  -0.277
19 C -1.520 -0.556 -1.536  -0.415
20 C -3.674 4.340 2.618  -0.184
21 C 0.476 2.035 1.696  0.628
22 C 2.766 0.773 -0.795  -0.404
23 C -2.381 4.093 2.193  0.235
24 C -3.252 6.580 1.858  0.188
25 C 0.696 -0.754 -0.511  -0.219
26 C -1.602 5.096 1.626  0.105
27 C 1.645 -0.040 -1.470  -0.415
28 C 2.548 1.167 0.661  -0.229
29 H -1.166 0.338 -2.052  0.193
30 H 2.270 0.315 1.277  0.233
31 H 0.230 -0.052 0.181  0.208
32 H 2.534 -3.808 -1.302  0.491
33 H -4.295 3.574 3.061  0.240
34 H 0.979 -6.587 -0.594  0.137
35 H -2.216 -1.088 -2.174  0.247
36 H 1.245 -4.716 0.750  0.213
37 H 0.422 -3.183 1.017  0.225
38 H 0.523 4.953 0.886  0.237
39 H 1.045 0.626 -2.096  0.194
40 H 1.244 -1.471 0.090  0.222
41 H 2.080 -0.782 -2.136  0.234
42 H -2.034 -0.250 -0.621  0.195
43 H 3.688 0.185 -0.812  0.215
44 H 0.751 -4.694 -2.995  0.239
45 H 1.495 2.953 0.191  0.396
46 H -0.518 -4.605 0.558  0.226
47 H 3.479 1.570 1.070  0.200
48 H 2.983 1.670 -1.383  0.201
49 H -5.107 5.936 2.737  0.239
50 H -0.587 -5.269 -2.008  0.268

SMILES string: CN(CCCCNC(=O)c1cc2nc(Cl)ccc2o1)C(=O)[C@](C)(O)CC(F)F
Kohn-Sham gap in eV: 9.0850
Largest force on an atom in eV/A: 0.45
Highest occupied orbital energy in eV: -9.3
Charge: 0